14
Properties=species:S:1:pos:R:3:lowdin_charge:R:1 method="wB97M-V/def2-TZVPD" de_lowest_ev=2.0381 homo_ev=-8.685 multiplicity=1 gap_ev=9.3006
C -0.87 0.04 0.10 -0.929
C 1.29 0.99 -0.05 -0.241
C 1.67 -0.06 1.11 -0.035
C 1.32 -1.01 0.01 -0.273
C 1.76 0.00 -1.06 -0.058
H 1.73 1.99 -0.11 0.149
H 0.92 -0.03 2.00 0.159
H 2.73 0.12 1.39 0.134
H 1.57 -2.10 0.14 0.163
H 1.12 -0.03 -2.02 0.155
H 2.79 0.11 -1.45 0.134
O -0.16 1.20 0.07 -0.044
O -0.16 -1.14 -0.06 -0.078
S -2.46 -0.01 -0.04 0.764